1.
{"formula": "C5H11O2", "method": "wB97M-V/def2-TZVPD", "de_lowest_kcal_mol": 33.4, "orbital_gap_ev": 7.7, "energy_ev": -9458.5825, "charge": -1, "species": ["C", "C", "C", "O", "O", "H", "H", "H", "H", "H", "C", "C", "H", "H", "H", "H", "H", "H"], "xyz": [[0.172555, 1.970713, -1.236881], [-0.657361, 2.572812, -0.102390], [-0.276032, 0.373168, -1.227769], [-0.972696, 0.117411, -0.217695], [0.089430, -0.306923, -2.203887], [-0.154210, 2.344211, -2.152608], [1.243992, 2.199559, -0.992448], [-0.102191, 3.233102, 0.426829], [-0.802490, 1.794978, 0.646588], [-1.521296, 3.146440, -0.496746], [0.866529, -2.011345, 2.788178], [0.595458, -2.548105, 1.355687], [0.198608, -2.634288, 3.423726], [1.797100, -1.976442, 3.257925], [0.577452, -0.910507, 2.951753], [-0.427261, -2.225899, 0.992047], [0.818865, -3.629542, 1.277394], [1.230668, -1.968976, 0.577247]], "forces_ev_per_angstrom": [[-0.18, -1.73, 2.60], [-0.74, -0.32, -1.25], [0.70, 1.63, 0.22], [0.24, -1.69, -0.85], [-0.21, -0.14, 0.34], [0.02, 0.73, -1.77], [-0.71, -0.67, -0.80], [1.96, 2.83, 1.44], [-1.03, 0.10, -0.45], [-0.04, -0.80, 0.58], [-3.27, 1.00, -0.06], [1.13, 2.17, -1.35], [0.39, 0.62, 0.13], [2.11, -0.82, 0.05], [-0.23, -1.54, -0.69], [0.94, -0.80, 0.69], [-0.37, 0.57, -0.04], [-0.71, -1.14, 1.20]], "lowdin_charge": [-0.156, -0.166, -0.705, -0.118, -0.095, 0.048, 0.094, -0.003, 0.057, 0.073, -0.195, -0.179, 0.053, 0.010, 0.083, 0.068, 0.049, 0.082]}

2.
{"formula": "C47H35F3KN4O5S3Sb", "method": "wB97M-V/def2-TZVPD", "de_lowest_kcal_mol": 5.0, "orbital_gap_ev": 5.8, "energy_ev": -129030.6973, "charge": -2, "species": ["K", "O", "C", "C", "C", "C", "C", "C", "C", "O", "N", "N", "C", "C", "C", "C", "C", "C", "C", "O", "H", "H", "H", "H", "H", "H", "H", "H", "H", "H", "C", "C", "N", "C", "C", "S", "C", "C", "S", "C", "N", "C", "H", "H", "H", "H", "H", "H", "H", "H", "F", "C", "C", "C", "C", "C", "C", "Sb", "C", "C", "C", "C", "F", "C", "C", "C", "C", "C", "C", "F", "C", "C", "H", "H", "H", "H", "H", "H", "H", "H", "H", "H", "H", "H", "O", "C", "O", "C", "C", "C", "C", "S", "C", "C", "H", "H", "H", "H", "H"], "xyz": [[0.420302, -1.442831, 0.417892], [-1.838666, 1.082895, 3.417068], [-0.751806, 1.454437, 4.113463], [-0.930050, 1.876176, 5.435880], [0.155010, 2.277364, 6.190096], [1.434565, 2.268620, 5.645014], [1.607150, 1.842914, 4.339288], [0.536969, 1.425042, 3.553573], [0.747737, 0.944260, 2.143188], [-0.311941, 0.645391, 1.474214], [1.991788, 0.859557, 1.760917], [2.135033, 0.480969, 0.409695], [3.359384, 0.306865, 0.092257], [3.858290, -0.091033, -1.222163], [5.240331, -0.267805, -1.307633], [5.870272, -0.755558, -2.439944], [5.062635, -1.085931, -3.530749], [3.702263, -0.899452, -3.499376], [3.020019, -0.353520, -2.365719], [1.772133, -0.127132, -2.417793], [-1.462084, 0.830511, 2.513727], [-1.935574, 1.880547, 5.835860], [-0.000750, 2.604128, 7.212887], [2.285473, 2.587759, 6.232389], [2.587471, 1.815809, 3.884699], [4.122327, 0.445175, 0.869645], [5.824386, -0.032235, -0.422632], [6.943431, -0.883974, -2.476005], [5.513610, -1.495420, -4.430302], [3.083782, -1.154804, -4.352072], [-3.227612, -1.576369, -0.567695], [-2.472663, -2.600387, -1.336252], [-1.176840, -2.622454, -1.396720], [-0.737006, -3.709321, -2.102966], [-1.717269, -4.511430, -2.601181], [-3.240136, -3.888658, -2.159358], [0.704614, -3.963441, -2.240573], [1.261931, -4.693494, -3.242365], [2.938079, -4.869210, -2.960513], [2.786125, -3.930792, -1.536934], [1.584829, -3.513601, -1.281416], [3.956687, -3.593553, -0.681308], [-2.916980, -1.633288, 0.477919], [-4.303369, -1.746400, -0.614969], [-3.015131, -0.576895, -0.947330], [-1.601363, -5.437673, -3.133893], [0.763923, -5.105145, -4.101120], [4.657453, -4.427555, -0.616597], [3.593434, -3.362423, 0.319260], [4.478171, -2.723761, -1.081513], [-5.265945, 4.864593, -0.018155], [-4.212160, 4.076903, -0.375662], [-3.957119, 2.931712, 0.344517], [-2.879602, 2.145553, -0.049142], [-2.065529, 2.482698, -1.125390], [-2.364634, 3.662023, -1.808457], [-3.434177, 4.467128, -1.450174], [-0.383694, 1.147837, -1.595365], [-0.690134, 1.399290, -3.728303], [0.349042, 1.460015, -4.654087], [0.110602, 1.528672, -6.019113], [-1.196907, 1.514647, -6.459095], [-1.442130, 1.576457, -7.800755], [-2.261870, 1.432477, -5.591304], [-1.988487, 1.376292, -4.229257], [0.986496, 2.781261, -1.275011], [0.717925, 3.695031, -0.261955], [1.616699, 4.699956, 0.076447], [2.794999, 4.779746, -0.629074], [3.687264, 5.764027, -0.314923], [3.112323, 3.893181, -1.636494], [2.204626, 2.889424, -1.940981], [-4.573231, 2.672769, 1.194194], [-2.667612, 1.257094, 0.531799], [-1.743861, 3.966038, -2.645996], [-3.667747, 5.382529, -1.977956], [1.375940, 1.419465, -4.322729], [0.920716, 1.578865, -6.733274], [-3.272228, 1.415736, -5.976007], [-2.830607, 1.329824, -3.546915], [-0.205294, 3.624954, 0.299297], [1.411734, 5.396767, 0.877653], [4.062060, 3.970201, -2.148649], [2.481814, 2.159650, -2.684946], [-3.693872, -1.602427, 7.312593], [-3.977818, -2.768855, 6.669383], [-4.837205, -3.485478, 7.127078], [-3.186182, -3.071324, 5.459367], [-3.451659, -4.262163, 4.773651], [-2.760282, -4.596523, 3.632103], [-1.745363, -3.775383, 3.103877], [-0.894649, -4.150368, 1.643161], [-1.483311, -2.586061, 3.816333], [-2.186714, -2.236702, 4.944818], [-3.005497, -1.135690, 6.826902], [-4.223747, -4.917534, 5.154404], [-2.996180, -5.516039, 3.111058], [-0.720516, -1.912817, 3.440702], [-1.926657, -1.278281, 5.387954]], "forces_ev_per_angstrom": [[0.11, -1.01, -0.18], [0.03, -0.04, -0.06], [-0.10, 0.02, 0.07], [0.06, -0.05, -0.12], [-0.03, 0.04, 0.12], [-0.02, 0.00, -0.03], [0.05, 0.00, 0.01], [0.09, -0.04, 0.01], [-0.09, 0.21, 0.33], [-0.22, 0.49, 0.14], [0.12, -0.06, -0.39], [0.26, 0.31, 0.54], [-0.05, 0.10, -0.15], [-0.13, 0.03, 0.20], [0.09, -0.07, -0.06], [-0.06, 0.06, 0.10], [0.10, -0.08, -0.20], [-0.09, 0.02, 0.05], [0.25, -0.02, -0.03], [-0.21, -0.05, 0.06], [-0.02, 0.03, 0.02], [-0.04, 0.02, 0.02], [0.01, -0.01, -0.01], [0.02, 0.01, 0.02], [0.03, 0.00, -0.01], [-0.05, 0.07, -0.05], [0.05, 0.00, -0.01], [0.04, -0.01, 0.01], [0.02, 0.00, 0.01], [-0.01, -0.01, -0.03], [-0.20, 0.02, 0.07], [0.25, 0.29, 0.15], [-0.30, -0.20, -0.24], [0.17, 0.01, -0.07], [0.13, -0.03, 0.00], [-0.20, -0.18, -0.09], [-0.14, 0.01, -0.05], [-0.08, 0.02, 0.04], [0.04, -0.13, -0.29], [0.03, 0.40, 0.48], [-0.06, -0.26, -0.25], [0.08, -0.10, 0.07], [0.01, 0.03, 0.03], [0.02, -0.01, 0.00], [0.05, 0.00, 0.01], [-0.02, -0.06, -0.04], [0.02, -0.06, -0.08], [0.00, 0.02, -0.03], [0.03, 0.05, -0.02], [0.03, 0.03, 0.00], [0.03, -0.03, 0.00], [-0.03, 0.05, 0.00], [-0.06, 0.17, -0.07], [-0.02, -0.08, 0.12], [-0.04, 0.00, -0.11], [0.11, 0.00, -0.13], [-0.10, 0.00, 0.10], [0.13, 0.08, 0.02], [0.00, 0.05, -0.03], [0.12, -0.03, -0.02], [-0.15, 0.01, -0.08], [0.05, 0.00, -0.09], [0.01, 0.00, 0.05], [0.07, 0.00, -0.05], [-0.17, 0.05, 0.05], [0.02, -0.09, -0.03], [-0.07, 0.04, 0.09], [0.00, -0.02, -0.02], [0.10, 0.06, 0.00], [-0.04, -0.04, -0.02], [0.01, 0.06, 0.05], [0.00, 0.01, -0.03], [-0.02, -0.02, 0.03], [0.06, -0.06, 0.00], [-0.01, -0.01, 0.01], [0.00, 0.01, -0.01], [0.03, -0.01, 0.10], [0.03, 0.00, -0.04], [-0.04, 0.00, 0.00], [0.00, -0.01, 0.04], [-0.04, -0.01, 0.02], [0.01, 0.02, 0.02], [0.02, 0.01, -0.01], [-0.01, -0.06, -0.05], [-0.12, -0.03, 0.07], [0.12, -0.15, -0.12], [0.01, 0.11, 0.04], [-0.13, 0.04, 0.15], [0.04, 0.07, -0.02], [-0.08, -0.21, 0.03], [0.17, 0.18, -0.27], [-0.11, -0.07, 0.17], [0.06, 0.12, -0.07], [0.02, 0.00, -0.02], [0.05, 0.04, -0.04], [-0.03, 0.02, 0.04], [0.02, -0.01, -0.02], [-0.02, -0.02, 0.03], [-0.04, -0.01, 0.05]], "lowdin_charge": [0.546, 0.028, -0.284, -0.038, -0.117, -0.117, -0.042, -0.071, -0.496, -0.260, 0.050, -0.081, -0.120, -0.164, -0.103, -0.150, -0.137, -0.041, -0.422, -0.213, 0.050, 0.106, 0.090, 0.085, 0.099, 0.113, 0.099, 0.076, 0.088, 0.103, -0.064, -0.666, 0.023, -0.339, -0.359, 1.044, -0.319, -0.360, 1.036, -0.642, 0.090, -0.055, 0.088, 0.074, 0.049, 0.068, 0.067, 0.073, 0.090, 0.056, 0.020, -0.291, -0.012, -0.130, -0.378, -0.127, -0.027, 1.596, -0.340, -0.104, -0.021, -0.296, 0.015, -0.031, -0.136, -0.325, -0.114, -0.016, -0.288, 0.017, -0.014, -0.109, 0.115, 0.076, 0.105, 0.107, 0.078, 0.110, 0.108, 0.093, 0.098, 0.111, 0.112, 0.078, 0.086, -0.497, 0.065, -0.170, -0.042, -0.135, -0.764, 0.462, -0.124, -0.039, 0.071, 0.108, 0.085, 0.087, 0.098]}

3.
{"formula": "C37H46N4OP", "method": "wB97M-V/def2-TZVPD", "orbital_gap_ev": 4.7, "energy_ev": -56403.9012, "charge": 1, "species": ["C", "N", "C", "C", "C", "C", "C", "P", "C", "C", "C", "C", "N", "C", "C", "C", "C", "C", "C", "C", "C", "N", "C", "C", "C", "C", "C", "C", "H", "H", "H", "H", "H", "H", "H", "H", "H", "H", "H", "H", "H", "H", "H", "H", "H", "H", "H", "H", "H", "H", "H", "H", "H", "H", "H", "H", "H", "H", "C", "C", "N", "C", "C", "C", "C", "C", "C", "C", "C", "C", "C", "C", "O", "H", "H", "H", "H", "H", "H", "H", "H", "H", "H", "H", "H", "H", "H", "H", "H"], "xyz": [[1.123674, -5.336413, -3.224734], [-0.083143, -4.608634, -2.844392], [-1.335105, -5.044752, -3.458171], [-0.001995, -3.387910, -2.117710], [-0.925699, -3.087307, -1.111752], [-0.859354, -1.886145, -0.431912], [0.115089, -0.968018, -0.761162], [0.054328, 0.634882, 0.071104], [1.388805, 1.450639, -0.834404], [1.172342, 2.070842, -2.048416], [2.226815, 2.578214, -2.772200], [3.527397, 2.478202, -2.278905], [4.613803, 3.004128, -3.030266], [5.643267, 3.822752, -2.397956], [4.668100, 2.869906, -4.485460], [3.730465, 1.862957, -1.039276], [2.666762, 1.341883, -0.327685], [-1.340733, 1.356718, -0.816970], [-1.864983, 2.537240, -0.334437], [-2.854393, 3.184979, -1.047145], [-3.315033, 2.670185, -2.265058], [-4.315911, 3.340638, -3.019330], [-4.276740, 3.376490, -4.481261], [-5.494728, 3.916395, -2.380627], [-2.774349, 1.471061, -2.728630], [-1.799269, 0.823393, -2.004093], [1.042447, -1.255750, -1.742725], [0.995175, -2.457659, -2.412777], [1.941599, -5.084071, -2.551481], [0.944593, -6.407450, -3.157973], [1.419533, -5.089270, -4.242488], [-2.143099, -4.366680, -3.189451], [-1.236568, -5.043862, -4.542377], [-1.583751, -6.049684, -3.124147], [-1.680422, -3.813109, -0.865440], [-1.573956, -1.643094, 0.341749], [0.171512, 2.161574, -2.432609], [2.060599, 3.081587, -3.709339], [5.473683, 3.879892, -1.324197], [6.624897, 3.391816, -2.580370], [5.616253, 4.834081, -2.800302], [4.043377, 2.038446, -4.807749], [4.322433, 3.778731, -4.975364], [5.689562, 2.665906, -4.799798], [4.734168, 1.767321, -0.664560], [2.821247, 0.836808, 0.614512], [-1.489634, 2.939123, 0.596128], [-3.253799, 4.118350, -0.692359], [-3.263298, 3.194395, -4.836076], [-4.938746, 2.623219, -4.906221], [-4.585990, 4.358511, -4.834938], [-5.444434, 3.787086, -1.301509], [-5.560745, 4.977520, -2.608692], [-6.393007, 3.417737, -2.739939], [-3.146358, 1.048636, -3.646180], [-1.384439, -0.100894, -2.368342], [1.788757, -0.526280, -2.004787], [1.693193, -2.671689, -3.203521], [2.728023, -4.213858, 5.860254], [2.446963, -3.666446, 4.464233], [1.222114, -2.844524, 4.521081], [1.181164, -1.595388, 3.967835], [0.061486, -0.790557, 3.954137], [0.059590, 0.529417, 3.538798], [-1.109878, 1.353957, 3.520747], [-1.008161, 2.754599, 3.643942], [-2.138288, 3.526189, 3.776308], [-3.393238, 2.942234, 3.740264], [-3.517420, 1.577051, 3.556367], [-2.398181, 0.790607, 3.450383], [0.156821, -3.406345, 5.395988], [0.409857, -4.886739, 5.715365], [1.712573, -5.141835, 6.271195], [3.699253, -4.718730, 5.919227], [2.733793, -3.405900, 6.600758], [3.282269, -3.079821, 4.068140], [2.264149, -4.489793, 3.767867], [2.088732, -1.215511, 3.535372], [-0.855419, -1.199404, 4.334843], [1.003600, 0.973061, 3.272451], [-0.031485, 3.205273, 3.708602], [-2.047363, 4.585859, 3.949244], [-4.272418, 3.549529, 3.874349], [-4.493388, 1.126879, 3.514950], [-2.497135, -0.267999, 3.295598], [0.133789, -2.818513, 6.316486], [-0.808993, -3.267904, 4.904377], [-0.324767, -5.269744, 6.432166], [0.317752, -5.499226, 4.812800]], "forces_ev_per_angstrom": [[-0.57, 0.72, 0.07], [-0.03, 0.39, 0.85], [0.65, 0.28, 0.49], [-0.05, -0.93, -0.86], [-0.06, -0.10, -0.07], [-0.03, -0.57, -0.21], [0.29, 0.43, 0.49], [0.10, 0.08, 0.18], [-0.45, -0.03, 0.56], [0.13, 0.19, -0.29], [0.27, -0.04, -0.03], [0.95, 0.61, -0.72], [-0.39, -0.64, 0.57], [-0.53, -0.58, -0.26], [-0.36, 0.22, 0.86], [0.21, 0.02, -0.08], [0.36, 0.45, -0.23], [0.23, -0.45, 0.58], [-0.51, 0.09, -0.12], [-0.15, 0.17, -0.12], [-1.01, 0.57, -0.65], [0.77, -0.08, 0.52], [0.02, -0.37, 0.86], [0.75, -0.22, -0.26], [-0.10, 0.17, -0.10], [-0.28, 0.03, -0.29], [0.17, -0.24, -0.06], [-0.15, -0.37, 0.00], [-0.03, 0.02, 0.01], [-0.06, -0.12, -0.03], [0.23, -0.11, -0.29], [0.04, -0.03, 0.03], [-0.06, -0.05, -0.24], [-0.17, -0.18, -0.05], [-0.20, -0.18, 0.05], [-0.17, -0.07, 0.09], [-0.08, 0.08, -0.13], [-0.08, 0.08, -0.18], [-0.01, -0.02, -0.05], [0.27, 0.05, 0.04], [0.09, 0.22, -0.06], [-0.02, 0.00, 0.04], [-0.01, 0.16, -0.29], [0.14, 0.02, 0.00], [0.25, -0.02, 0.10], [0.15, -0.04, 0.15], [-0.03, 0.17, 0.11], [-0.10, 0.24, 0.10], [0.00, -0.01, 0.05], [-0.14, -0.09, -0.28], [-0.07, 0.09, 0.01], [0.03, -0.01, -0.04], [-0.17, 0.23, 0.03], [-0.24, -0.03, -0.06], [-0.04, -0.10, -0.19], [-0.01, -0.13, -0.15], [0.15, 0.02, -0.11], [0.18, -0.03, -0.15], [-0.44, -0.13, 0.32], [-0.01, -0.01, 0.04], [0.38, 2.12, -0.90], [0.21, -2.76, 1.34], [-0.96, 1.09, 0.01], [0.30, -1.22, 0.10], [-0.78, 0.59, 0.08], [0.34, -0.75, 0.05], [-0.11, 0.24, 0.10], [0.06, 0.10, 0.06], [-0.20, -0.06, -0.03], [0.64, 0.02, 0.08], [-0.01, 0.21, -0.13], [0.69, -0.15, -0.25], [-0.19, 0.40, -0.28], [-0.32, -0.02, -0.17], [0.19, 0.19, -0.20], [-0.21, 0.01, 0.18], [0.09, 0.00, 0.06], [0.44, -0.21, -0.20], [-0.28, -0.09, 0.07], [0.23, 0.23, -0.12], [0.19, 0.12, -0.06], [0.04, 0.16, -0.07], [-0.15, 0.11, -0.04], [-0.20, -0.09, -0.05], [-0.10, -0.28, -0.05], [0.06, 0.01, 0.02], [0.04, -0.25, 0.04], [0.14, 0.32, -0.10], [-0.15, 0.15, -0.09]], "lowdin_charge": [-0.074, -0.215, -0.064, -0.234, -0.022, -0.120, -0.423, 1.100, -0.422, -0.073, -0.005, -0.229, -0.210, -0.065, -0.068, -0.022, -0.119, -0.420, -0.099, -0.017, -0.224, -0.208, -0.068, -0.066, -0.010, -0.092, -0.074, -0.008, 0.086, 0.082, 0.080, 0.082, 0.082, 0.081, 0.109, 0.099, 0.100, 0.113, 0.079, 0.081, 0.083, 0.086, 0.081, 0.082, 0.108, 0.091, 0.092, 0.107, 0.086, 0.081, 0.083, 0.078, 0.082, 0.083, 0.112, 0.106, 0.099, 0.112, -0.159, -0.097, -0.057, 0.011, -0.061, 0.001, -0.241, -0.018, -0.063, -0.048, -0.056, -0.019, -0.087, -0.155, -0.128, 0.137, 0.130, 0.136, 0.141, 0.142, 0.098, 0.116, 0.120, 0.113, 0.114, 0.113, 0.110, 0.144, 0.129, 0.138, 0.127]}